# 1
The following is a quantum chemistry calculation of a cluster of 6 separate species, C22H38ClN8O15 in total at a distorted geometry, from OMol25.

Relative energy (zero: lowest compared OMol25 entry of this formula, charge and spin) ... 41.66 kJ/mol
Charge ... +1
Orbital gap ... 7.644 eV

XYZ file:
```
84
Properties=species:S:1:pos:R:3:lowdin_charge:R:1
C -3.745 -4.760 2.670 0.012
C -2.771 -3.663 3.015 -0.412
O -1.910 -3.866 3.813 0.169
N -2.832 -2.335 2.425 0.087
C -4.065 -1.725 2.091 -0.463
C -5.330 -2.089 2.808 0.046
O -4.053 -0.841 1.275 0.121
C -1.737 -1.919 1.636 -0.107
C -1.009 -0.786 2.058 -0.047
C -1.424 -0.089 3.324 0.032
C 0.077 -0.344 1.286 0.002
C 0.994 0.817 1.599 -0.436
O 1.915 1.011 0.857 0.138
O 0.799 1.556 2.687 0.007
C 0.370 2.926 2.454 -0.133
C -0.335 3.163 1.131 -0.239
C -0.913 4.583 1.155 -0.594
Cl -2.256 4.735 0.001 0.591
C 0.379 -1.020 0.107 0.078
C -0.370 -2.111 -0.258 0.035
N -1.395 -2.551 0.488 0.079
C -2.107 -3.745 -0.016 -0.088
C -3.417 -3.432 -0.720 -0.065
C -4.279 -4.685 -0.909 -0.507
N -3.736 -5.982 -0.814 0.148
O -5.448 -4.541 -1.120 0.117
H -3.210 -5.654 2.374 0.097
H -4.430 -4.924 3.494 0.109
H -4.354 -4.457 1.819 0.062
H -5.654 -3.107 2.642 0.077
H -5.174 -1.911 3.873 0.110
H -6.087 -1.391 2.482 0.103
H -1.370 0.980 3.201 0.080
H -0.807 -0.410 4.158 0.117
H -2.452 -0.307 3.571 0.083
H 1.221 3.599 2.540 0.137
H -0.316 3.175 3.258 0.129
H -1.160 2.471 0.961 0.106
H 0.359 3.133 0.295 0.119
H -1.256 4.836 2.153 0.079
H -0.140 5.290 0.883 0.059
H 1.207 -0.660 -0.481 0.120
H -0.139 -2.645 -1.164 0.145
H -2.205 -4.513 0.739 0.106
H -1.451 -4.184 -0.762 0.121
H -3.218 -3.063 -1.726 0.084
H -4.056 -2.737 -0.192 0.110
H -2.749 -6.044 -1.021 0.087
H -3.982 -6.464 0.038 0.097
C 4.215 0.853 -1.911 0.055
N 4.033 -0.434 -2.640 -0.440
O 4.984 -0.897 -3.222 0.082
O 2.926 -0.942 -2.602 0.038
H 5.242 1.176 -2.036 0.102
H 3.523 1.571 -2.341 0.108
H 3.983 0.669 -0.866 0.081
C 4.414 3.117 1.275 0.038
N 4.711 4.349 0.497 -0.454
O 5.679 4.338 -0.233 0.074
O 3.948 5.280 0.649 0.067
H 5.166 2.371 1.044 0.094
H 4.436 3.378 2.329 0.105
H 3.427 2.779 0.978 0.062
C 8.177 -1.526 -4.663 0.045
N 9.297 -1.145 -3.759 -0.457
O 9.889 -2.035 -3.187 0.068
O 9.534 0.040 -3.656 0.062
H 8.079 -2.604 -4.653 0.095
H 7.280 -1.047 -4.282 0.072
H 8.420 -1.163 -5.656 0.101
C -1.901 8.785 0.822 0.049
N -0.598 8.110 0.570 -0.449
O -0.170 8.109 -0.561 0.080
O -0.051 7.596 1.528 0.035
H -2.264 9.186 -0.116 0.097
H -2.581 8.038 1.220 0.093
H -1.723 9.575 1.546 0.102
C -1.542 -2.230 -5.216 0.069
N -1.953 -2.622 -3.841 -0.423
O -2.479 -1.783 -3.134 0.062
O -1.732 -3.768 -3.499 0.062
H -1.803 -1.189 -5.365 0.101
H -0.470 -2.384 -5.289 0.108
H -2.074 -2.874 -5.909 0.110
```

# 2
The following is a quantum chemistry calculation of a cluster of 4 separate species, C22H38N4O5 in total at a distorted geometry, from OMol25.

Charge ... 0
Orbital gap ... 9.995 eV
SMILES ... C[C@]1(CCCC(=O)O)OC(=O)O[C@@]1(C)CN.CCCC#N.CCCC#N.CCCC#N

XYZ file:
```
69
Properties=species:S:1:pos:R:3:nbo_charge:R:1
C 1.504 -0.611 1.868 -0.631
C 0.891 -1.346 0.695 0.258
C 0.506 -2.838 0.866 -0.450
C 0.137 -3.285 2.282 -0.378
C 1.304 -3.513 3.261 -0.552
C 2.557 -4.049 2.632 0.805
O 2.605 -4.894 1.836 -0.539
O 3.736 -3.520 3.126 -0.737
O 2.010 -1.393 -0.259 -0.547
C 1.501 -1.533 -1.506 0.977
O 2.085 -1.866 -2.427 -0.558
O 0.201 -1.193 -1.466 -0.523
C -0.050 -0.520 -0.195 0.242
C 0.354 0.934 -0.474 -0.649
C -1.558 -0.665 0.017 -0.242
N -2.025 -0.315 1.367 -0.818
H 1.902 0.329 1.517 0.233
H 0.828 -0.465 2.703 0.219
H 2.359 -1.185 2.198 0.199
H 1.283 -3.434 0.408 0.250
H -0.382 -2.988 0.259 0.224
H -0.477 -4.175 2.222 0.225
H -0.503 -2.534 2.737 0.194
H 1.545 -2.580 3.752 0.212
H 0.995 -4.241 4.008 0.281
H 3.849 -2.606 2.837 0.488
H 0.479 1.442 0.482 0.199
H 1.277 1.012 -1.035 0.227
H -0.441 1.388 -1.060 0.246
H -1.849 -1.668 -0.269 0.205
H -2.031 0.026 -0.667 0.221
H -1.754 -1.073 1.984 0.346
H -1.567 0.531 1.681 0.350
C 2.526 -7.655 6.607 -0.614
C 1.492 -8.479 5.847 -0.377
C 1.021 -7.802 4.557 -0.519
C 0.299 -6.559 4.816 0.322
N -0.256 -5.573 5.017 -0.368
H 2.111 -6.702 6.941 0.214
H 2.866 -8.196 7.491 0.217
H 3.398 -7.448 5.984 0.208
H 0.638 -8.678 6.497 0.208
H 1.927 -9.446 5.590 0.211
H 0.362 -8.479 4.010 0.254
H 1.873 -7.597 3.906 0.256
C 0.895 3.669 -4.455 -0.613
C -0.555 4.041 -4.740 -0.381
C -1.471 3.848 -3.528 -0.514
C -1.583 2.445 -3.137 0.314
N -1.665 1.342 -2.823 -0.360
H 0.996 2.609 -4.213 0.214
H 1.515 3.869 -5.329 0.219
H 1.291 4.252 -3.621 0.208
H -0.922 3.452 -5.583 0.207
H -0.598 5.090 -5.040 0.220
H -2.468 4.225 -3.762 0.247
H -1.101 4.434 -2.684 0.248
C -3.772 7.650 -5.085 -0.612
C -3.467 8.742 -4.066 -0.378
C -2.119 9.428 -4.311 -0.514
C -0.994 8.512 -4.134 0.297
N -0.110 7.792 -3.999 -0.345
H -3.044 6.838 -5.031 0.208
H -4.758 7.224 -4.899 0.219
H -3.765 8.048 -6.102 0.206
H -3.490 8.318 -3.061 0.209
H -4.252 9.499 -4.109 0.211
H -2.004 10.261 -3.614 0.252
H -2.090 9.851 -5.316 0.246
```

# 3
The following is a quantum chemistry calculation of a cluster of 5 separate species, C22H38NO10S in total at a distorted geometry, from OMol25.

Charge ... -1
Orbital gap ... 4.374 eV

XYZ file:
```
72
Properties=species:S:1:pos:R:3:lowdin_charge:R:1
C -4.419 -3.874 0.544 -0.049
C -4.573 -2.479 1.131 -0.424
O -4.874 -2.564 2.521 -0.062
C -3.320 -1.651 0.959 -0.279
O -2.242 -2.330 1.491 -0.269
N -0.987 -1.699 1.074 -0.130
C -0.769 -0.569 1.937 -0.396
C 0.694 -0.446 2.369 -0.276
C 0.878 0.986 2.927 -0.575
S -0.096 1.197 4.453 0.674
H -5.417 -4.277 0.363 0.065
H -3.963 -4.519 1.285 0.075
H -3.901 -3.884 -0.409 0.065
H -5.376 -1.918 0.662 0.134
H -4.054 -2.834 2.967 0.088
H -3.531 -0.697 1.463 0.119
H -3.153 -1.387 -0.086 0.088
H -1.029 0.379 1.409 0.090
H -1.384 -0.686 2.828 0.082
H 0.899 -1.122 3.195 0.090
H 1.396 -0.626 1.564 0.087
H 1.908 1.294 3.052 0.043
H 0.427 1.628 2.177 0.029
H -1.076 2.051 4.123 -0.170
O -3.077 0.316 -1.746 0.123
C -2.783 -0.112 -2.819 -0.479
O -1.932 0.527 -3.670 0.018
C -1.851 -0.189 -4.913 -0.162
C -2.278 -1.614 -4.588 -0.145
C -3.285 -1.390 -3.462 -0.067
H -2.521 0.292 -5.632 0.119
H -0.832 -0.130 -5.288 0.122
H -2.680 -2.148 -5.448 0.117
H -1.425 -2.180 -4.212 0.091
H -4.295 -1.217 -3.837 0.126
H -3.289 -2.203 -2.739 0.116
O 4.050 0.136 1.802 0.125
C 4.580 1.139 1.426 -0.487
O 3.949 2.060 0.662 0.030
C 4.863 3.101 0.274 -0.149
C 5.978 3.055 1.310 -0.154
C 6.015 1.570 1.668 -0.078
H 5.224 2.884 -0.734 0.128
H 4.335 4.049 0.259 0.097
H 6.923 3.449 0.940 0.111
H 5.690 3.637 2.187 0.117
H 6.665 1.003 1.001 0.127
H 6.298 1.393 2.702 0.121
O 0.540 -3.771 -4.466 0.085
C 0.442 -4.008 -3.291 -0.506
O -0.713 -4.400 -2.723 0.013
C -0.549 -4.500 -1.283 -0.139
C 0.942 -4.677 -1.066 -0.153
C 1.522 -3.883 -2.234 -0.074
H -0.918 -3.577 -0.823 0.104
H -1.133 -5.340 -0.916 0.122
H 1.268 -4.334 -0.087 0.115
H 1.214 -5.731 -1.166 0.110
H 1.643 -2.828 -1.987 0.134
H 2.461 -4.294 -2.597 0.118
O 2.623 5.616 -0.490 0.104
C 1.751 5.427 0.311 -0.487
O 1.994 4.966 1.556 0.026
C 0.749 4.745 2.256 -0.136
C -0.264 5.629 1.545 -0.149
C 0.262 5.620 0.111 -0.070
H 0.493 3.690 2.190 0.101
H 0.878 5.009 3.303 0.128
H -1.286 5.272 1.647 0.117
H -0.219 6.644 1.945 0.114
H -0.124 4.777 -0.465 0.137
H 0.064 6.551 -0.413 0.122
```

What are the HOMO energy values for these records? In order: -12.3; -9.4; -1.9 eV.